# 1
The following is a DFT calculation (wB97M-V/def2-TZVPD) of C3H7N2O2 as an isolated structure.

CARTESIAN COORDINATES (ANGSTROEM)
1 O -1.48858 -0.83299 2.15340
2 C -0.67674 -1.00096 1.04454
3 N 0.14945 -1.89689 0.74919
4 C -0.69425 0.21341 0.08997
5 N 0.67032 0.57745 -0.21752
6 C 0.78444 1.25817 -1.51983
7 O -0.26118 1.92212 -1.91131
8 H 0.32835 -2.62231 1.44020
9 H -0.38634 -0.60677 2.19212
10 H -1.30595 -0.07059 -0.77353
11 H -1.20850 1.00094 0.63745
12 H 1.28001 -0.22806 -0.15670
13 H 1.72455 1.85036 -1.49936
14 H 1.08441 0.43612 -2.22863

Values from the calculation:
* DFT total energy: -10294.405 eV
* relative energy (zero: lowest compared OMol25 entry of this formula, charge and spin): 327.7 kJ/mol
* multiplicity: 2
* HOMO (spin up / spin down): -9.29 / -9.39 eV
* orbital gap (spin up / spin down): 9.9 / 7.6 eV

And the Löwdin charges, in e, turn out to be: number 1, O, carries 0.04; number 2, C, carries -0.56; number 3, N, carries 0.16; number 4, C, carries -0.16; number 5, N, carries -0.04; number 6, C, carries -0.40; number 7, O, carries 0.04; number 8, H, carries 0.08; number 9, H, carries 0.18; number 10, H, carries 0.13; number 11, H, carries 0.12; number 12, H, carries 0.09; number 13, H, carries 0.15; number 14, H, carries 0.17

***

# 2
The following is a DFT calculation (wB97M-V/def2-TZVPD) of C19H30NO5P as an isolated structure.

CARTESIAN COORDINATES (ANGSTROEM)
1 C 2.59900 4.37970 0.94892
2 C 1.14644 3.99110 1.16245
3 O 1.02036 3.00580 2.16540
4 P 0.43459 1.60626 1.57473
5 C -1.01331 1.17927 2.55535
6 C -2.30200 1.50929 2.15147
7 O -3.27798 0.98774 2.71203
8 O -2.46967 2.37902 1.07443
9 C -3.59500 2.01472 0.30843
10 C -3.25910 0.81749 -0.55289
11 O 0.09379 1.67316 0.07630
12 O 1.48721 0.38202 1.78752
13 C 0.98692 -0.75256 1.11934
14 C 1.91345 -1.95182 1.22297
15 H 2.71049 5.24145 0.29130
16 H 3.06702 4.61575 1.90309
17 H 3.16472 3.55319 0.52340
18 H 0.54224 4.85708 1.48466
19 H 0.68522 3.60578 0.23562
20 H -0.87610 0.53906 3.39884
21 H -4.41958 1.81144 1.00393
22 H -3.87774 2.88762 -0.29131
23 H -4.08592 0.52130 -1.20012
24 H -2.38150 1.03330 -1.16536
25 H -2.98750 -0.02907 0.07875
26 H -0.00470 -0.96861 1.55044
27 H 0.81971 -0.45299 0.07014
28 H 1.46901 -2.85643 0.80072
29 H 2.85293 -1.76181 0.70426
30 H 2.15319 -2.14768 2.26752
31 C 1.30096 -4.65698 7.29329
32 C 1.82315 -3.21175 7.39524
33 C 1.33180 -2.50715 6.11839
34 N 0.16821 -3.28067 5.61101
35 C -0.28257 -3.12206 4.31910
36 C -1.35058 -3.86283 3.77310
37 C -2.38911 -4.36364 4.59635
38 C -3.37859 -5.15807 4.07555
39 C -3.37373 -5.48181 2.72610
40 C -2.39504 -4.96654 1.88685
41 C -1.40877 -4.15345 2.38881
42 C 0.13656 -4.61110 6.29094
43 H 2.08930 -5.32395 6.92409
44 H 0.98268 -5.05252 8.26754
45 H 1.41194 -2.71896 8.28549
46 H 2.91854 -3.17545 7.48794
47 H 1.03467 -1.46766 6.30088
48 H 2.10773 -2.50081 5.34587
49 H 0.31630 -2.52045 3.65651
50 H -2.42251 -4.06649 5.62950
51 H -4.17001 -5.51409 4.71234
52 H -4.14664 -6.11612 2.32390
53 H -2.40821 -5.20993 0.83663
54 H -0.64641 -3.75760 1.73721
55 H 0.22173 -5.38823 5.52342
56 H -0.82626 -4.74079 6.79124

Values from the calculation:
* DFT total energy: -41204.223 eV
* relative energy (zero: lowest compared OMol25 entry of this formula, charge and spin): 110.0 kJ/mol
* multiplicity: 1
* HOMO: -5.60 eV
* orbital gap: 2.8 eV

And the Löwdin charges, in e, turn out to be: number 1, C, carries -0.08; number 2, C, carries -0.33; number 3, O, carries -0.21; number 4, P, carries 0.59; number 5, C, carries -0.14; number 6, C, carries -0.63; number 7, O, carries -0.05; number 8, O, carries -0.07; number 9, C, carries -0.27; number 10, C, carries -0.08; number 11, O, carries -0.34; number 12, O, carries -0.22; number 13, C, carries -0.35; number 14, C, carries -0.08; number 15, H, carries 0.07; number 16, H, carries 0.07; number 17, H, carries 0.07; number 18, H, carries 0.12; number 19, H, carries 0.09; number 20, H, carries 0.03; number 21, H, carries 0.11; number 22, H, carries 0.12; number 23, H, carries 0.07; number 24, H, carries 0.07; number 25, H, carries 0.07; number 26, H, carries 0.09; number 27, H, carries 0.11; number 28, H, carries 0.06; number 29, H, carries 0.08; number 30, H, carries 0.05; number 31, C, carries -0.15; number 32, C, carries -0.15; number 33, C, carries -0.11; number 34, N, carries -0.02; number 35, C, carries 0.10; number 36, C, carries -0.18; number 37, C, carries -0.01; number 38, C, carries -0.05; number 39, C, carries -0.03; number 40, C, carries -0.04; number 41, C, carries 0.02; number 42, C, carries -0.12; number 43, H, carries 0.11; number 44, H, carries 0.12; number 45, H, carries 0.12; number 46, H, carries 0.12; number 47, H, carries 0.14; number 48, H, carries 0.13; number 49, H, carries 0.13; number 50, H, carries 0.11; number 51, H, carries 0.11; number 52, H, carries 0.12; number 53, H, carries 0.12; number 54, H, carries 0.11; number 55, H, carries 0.14; number 56, H, carries 0.11

***

# 3
The following is a DFT calculation (wB97M-V/def2-TZVPD) of C4H10N2O as an isolated structure.

CARTESIAN COORDINATES (ANGSTROEM)
1 C 1.72149 0.89882 -0.42355
2 C 0.96401 -0.34650 -0.06976
3 N 0.79420 -0.52173 1.74177
4 O 1.14030 -1.45076 -0.53095
5 H 0.93262 -1.52697 1.81980
6 H 1.46476 0.04764 2.25388
7 H 1.64943 1.06044 -1.49816
8 H 2.77472 0.74927 -0.16082
9 H 1.31133 1.76656 0.09178
10 C -1.88045 -0.78710 -0.81699
11 C -0.98200 0.23146 -0.16634
12 N -1.22546 1.48744 -0.14359
13 H -2.13660 1.72429 -0.56475
14 H -0.21763 -0.15351 1.40821
15 H -1.31325 -1.39145 -1.52948
16 H -2.28157 -1.46549 -0.05720
17 H -2.71591 -0.32241 -1.35383

Values from the calculation:
* DFT total energy: -9334.818 eV
* relative energy (zero: lowest compared OMol25 entry of this formula, charge and spin): 402.3 kJ/mol
* multiplicity: 1
* HOMO: -7.91 eV
* orbital gap: 8.7 eV

And the Löwdin charges, in e, turn out to be: number 1, C, carries -0.04; number 2, C, carries -0.52; number 3, N, carries 0.12; number 4, O, carries -0.01; number 5, H, carries 0.10; number 6, H, carries 0.09; number 7, H, carries 0.09; number 8, H, carries 0.09; number 9, H, carries 0.07; number 10, C, carries -0.08; number 11, C, carries -0.35; number 12, N, carries 0.08; number 13, H, carries 0.04; number 14, H, carries 0.12; number 15, H, carries 0.07; number 16, H, carries 0.07; number 17, H, carries 0.07

***

# 4
The following is a DFT calculation (wB97M-V/def2-TZVPD) of C7H13N as an isolated structure.

CARTESIAN COORDINATES (ANGSTROEM)
1 C -0.37667 1.33327 1.24118
2 C -0.46747 0.41418 -0.26849
3 C 0.77129 0.87992 -0.99328
4 C 1.80316 -0.14275 -0.23914
5 C 1.10472 -1.32151 0.50805
6 C -0.30835 -1.12932 -0.05724
7 C -2.03742 0.24756 -0.55938
8 H -0.41239 0.35794 2.16196
9 H 0.88039 1.45950 1.28682
10 H -1.18926 2.20028 1.25270
11 H 0.92381 0.55389 -1.93586
12 H 0.90825 1.92188 -0.81830
13 H 2.49927 -0.29011 -1.00258
14 H 2.40608 0.48015 0.47126
15 H 1.62454 -2.26981 0.21277
16 H 1.20924 -1.15439 1.54175
17 H -0.23804 -1.47698 -1.16826
18 H -2.28613 -1.93345 0.07285
19 H -2.14636 0.34071 -1.72683
20 H -2.94133 0.67575 -0.17775
21 N -1.72731 -1.14671 0.19774

Values from the calculation:
* DFT total energy: -8954.023 eV
* relative energy (zero: lowest compared OMol25 entry of this formula, charge and spin): 570.2 kJ/mol
* multiplicity: 1
* HOMO: -8.43 eV
* orbital gap: 9.5 eV

And the Löwdin charges, in e, turn out to be: number 1, C, carries -0.03; number 2, C, carries -0.41; number 3, C, carries -0.13; number 4, C, carries -0.16; number 5, C, carries -0.12; number 6, C, carries -0.32; number 7, C, carries -0.05; number 8, H, carries 0.14; number 9, H, carries 0.09; number 10, H, carries 0.09; number 11, H, carries 0.06; number 12, H, carries 0.09; number 13, H, carries 0.07; number 14, H, carries 0.10; number 15, H, carries 0.12; number 16, H, carries 0.07; number 17, H, carries 0.16; number 18, H, carries 0.06; number 19, H, carries 0.12; number 20, H, carries 0.07; number 21, N, carries -0.02

***

- Which of these has the lowest relative energy (zero: lowest compared OMol25 entry of this formula, charge and spin)?
  C19H30NO5P